Record 1
The molecule C4H5N3. Source: OMol25; level of theory: ωB97M-V with the def2-TZVPD basis set.

Positions of all 12 atoms, in Å:
C 1.36 -0.02 -0.01
C 0.41 -0.72 -0.88
C 2.67 -0.30 -0.07
C -2.31 0.02 -0.16
N 0.86 0.86 0.95
N -0.37 0.83 0.89
N -0.90 0.07 0.05
H 3.24 -0.03 0.73
H 3.19 -0.72 -0.97
H -2.69 -0.49 0.69
H -2.89 0.99 -0.24
H -2.57 -0.49 -0.99

The LUMO energy is -0.060 Eh. As for the net charge: 0.

---

Record 2
The molecule C6H10BrF. Source: OMol25; level of theory: ωB97M-V with the def2-TZVPD basis set.

Positions of all 18 atoms, in Å:
C 1.51 -0.33 -0.54
C 0.46 -0.68 -1.70
C 0.46 -0.38 0.61
C -0.78 -0.52 -0.31
C 0.48 0.78 1.61
C -1.82 0.61 -0.31
F 0.73 -1.45 1.37
Br -1.69 -2.28 0.01
H 2.23 -1.09 -0.34
H 1.75 0.71 -0.73
H 0.33 0.17 -2.42
H 0.60 -1.68 -2.14
H -0.50 0.76 2.10
H 0.92 1.75 1.30
H 1.16 0.52 2.46
H -2.07 0.96 0.73
H -2.57 0.61 -1.07
H -1.20 1.53 -0.63

The LUMO energy is 0.032 Eh. As for the SMILES: C[C@]1(F)CC[C@@]1(C)Br. As for the net charge: 0.

---

Record 3
A structure of composition C4H11N2. Source: OMol25; level of theory: ωB97M-V with the def2-TZVPD basis set.

Positions of all 17 atoms, in Å:
C 0.45 0.01 -0.65
C -0.65 -0.82 -2.66
C 1.29 1.32 1.56
C -0.69 -0.13 1.69
N -0.59 -0.36 -1.30
N 0.15 0.78 1.00
H 1.30 0.17 -1.24
H 0.28 -1.21 -2.94
H -1.48 -1.71 -2.62
H -0.90 -0.04 -3.32
H 0.93 1.94 2.36
H 1.72 2.10 0.71
H 2.05 0.65 1.86
H -1.66 -0.31 1.12
H -1.00 0.19 2.61
H -0.29 -1.08 1.87
H -1.48 -0.15 -0.93

The LUMO energy is -0.180 Eh. As for the net charge: +1.

---

Ordered HOMO-LUMO gap results: 7.8006 10.2551 8.7367; unit eV.
Ordered relative energy (zero: lowest compared OMol25 entry of this formula, charge and spin) results: 6.982 0.881 4.804; unit eV.
Ordered highest occupied orbital energy results: -0.3462 -0.3453 -0.5015; unit hartree.